Version a
An isolated molecule of CH3BrO, computed with wB97M-V/def2-TZVPD.

Last column: Löwdin charge in e.
Positions of all 6 atoms, in Å:
C (0.169, 0.089, -0.282)  -0.21
O (1.297, 0.305, -1.229)  -0.77
Br (0.658, 0.742, -2.816)  0.74
H (0.732, -0.349, 0.545)  0.08
H (-0.607, -0.748, -0.556)  0.11
H (-0.335, 0.995, 0.000)  0.06

Computed properties:
**HOMO-LUMO gap**: 10.008 eV
**LUMO energy**: 0.223 eV
**SMILES**: COBr
**HOMO**: -9.784 eV

Version b
A cluster of 2 separate species, CH3BrO in total, computed with wB97M-V/def2-TZVPD.

Last column: Löwdin charge in e.
Positions of all 6 atoms, in Å:
C (2.124, -1.293, 0.487)  -0.55
O (-0.135, 0.996, -0.112)  -0.09
Br (2.909, 0.161, -0.090)  0.69
H (2.783, -1.934, 1.096)  -0.09
H (0.083, 1.813, -0.528)  0.01
H (-1.058, 1.196, -0.229)  0.03

Computed properties:
**HOMO-LUMO gap (spin up / spin down)**: 7.922 / 7.916 eV
**LUMO energy (spin up / spin down)**: -0.485 / -0.492 eV
**HOMO (spin up / spin down)**: -8.406 / -8.408 eV

Relative calculated energies, zero for the most stable structure, unit kcal/mol: version a 0.0; version b 51.4.